P) Density functional theory data (wB97M-V/def2-TZVPD) for a cluster of 2 separate species, C6H12N2O in total.

Last column: Mulliken charge in e.
Geometry (Å):
C: 0.149 1.097 -0.542  -0.56
H: -1.925 -1.496 -0.520  0.24
H: 4.090 0.971 -0.047  0.24
H: -2.976 0.338 0.840  0.33
C: 0.514 -0.313 -0.725  -0.03
H: 0.635 -1.291 1.263  0.41
H: -1.615 0.813 1.579  0.36
H: -1.778 0.597 -1.529  0.24
H: -1.870 -1.769 1.338  0.33
N: 3.125 0.786 -0.361  -0.64
H: 0.699 1.778 -1.340  0.36
H: -1.762 2.294 -0.744  0.28
H: 0.402 -2.378 0.084  0.37
H: 0.358 1.383 0.443  0.34
C: -1.450 -1.137 0.501  -0.51
N: 2.625 -0.228 0.141  0.54
C: -1.366 1.198 -0.578  -0.51
C: -1.875 0.358 0.642  -0.69
H: 0.976 -0.526 -1.750  0.32
O: 2.999 -1.117 0.935  -0.62
C: 0.045 -1.362 0.367  -0.78

Its charge is 0. As for the highest occupied orbital energy (spin up / spin down): -8.4 / -8.4 eV.


Q) Density functional theory data (wB97M-V/def2-TZVPD) for an isolated molecule of C6H12N2O.

Last column: Mulliken charge in e.
Geometry (Å):
H: 2.030 -0.759 -0.972  0.32
N: -1.950 -0.922 -0.399  -0.61
H: 0.642 -2.490 0.381  0.28
C: 0.157 0.563 -0.510  0.47
C: 0.198 -1.519 0.410  -1.11
H: 1.787 1.418 -1.794  0.30
H: -0.587 -1.463 1.231  0.43
H: -0.380 -1.435 -1.663  0.29
C: -0.360 1.275 0.743  -0.87
H: -2.033 -1.791 0.373  0.23
C: 1.561 0.005 -0.327  0.00
H: 1.762 2.356 -0.359  0.17
H: -2.138 1.484 0.021  0.28
N: 1.531 -0.715 0.901  -0.61
H: 0.356 1.959 1.124  0.45
H: -0.792 0.563 1.559  0.24
H: -2.583 -1.001 -1.196  0.25
C: 1.473 1.386 -0.832  -0.78
H: 1.331 -0.149 1.728  0.33
O: -1.471 2.024 0.295  -0.52
C: -0.535 -0.789 -0.714  0.44

Its charge is 0. As for the highest occupied orbital energy: -7.9 eV.


R) Density functional theory data (wB97M-V/def2-TZVPD) for a cluster of 2 separate species, C6H12N2O in total.

Last column: Mulliken charge in e.
Geometry (Å):
C: -0.243 -0.442 0.254  0.96
C: -1.274 0.506 -0.366  0.07
H: 0.292 0.103 -2.556  0.31
H: 0.792 2.262 1.245  0.31
C: 0.953 -0.606 -2.059  -1.21
H: -3.252 0.456 -0.867  0.25
H: -0.990 0.926 2.326  0.27
H: 1.901 -0.605 -2.595  0.41
H: 0.016 -2.369 0.193  0.25
C: 1.016 1.355 1.793  -0.46
N: -0.586 -1.640 0.570  -0.84
H: 1.922 -0.853 -0.133  0.41
C: 0.011 0.533 2.224  -0.57
N: -2.449 -0.102 -0.624  -0.36
C: 1.188 -0.201 -0.606  -0.65
O: -1.049 1.679 -0.587  -0.60
H: 0.247 -0.291 2.884  0.29
H: 2.053 1.089 1.916  0.30
H: -2.586 -1.035 -0.270  0.23
H: 1.522 0.836 -0.600  0.35
H: 0.516 -1.602 -2.143  0.31

Its charge is 0. As for the highest occupied orbital energy: -8.9 eV.


S) Density functional theory data (wB97M-V/def2-TZVPD) for a cluster of 2 separate species, C6H12N2O in total.

Last column: Mulliken charge in e.
Geometry (Å):
C: 0.013 1.561 2.667  -0.14
H: -1.108 -3.519 -1.616  0.25
H: -2.508 -2.696 -2.247  0.31
H: -1.232 -0.649 -0.109  0.44
N: 0.292 -1.066 -3.007  -0.62
C: -0.683 -1.475 -2.133  0.49
C: -0.707 -0.656 -1.048  -0.40
H: 1.597 0.664 -2.815  0.37
O: -0.269 1.500 1.271  -0.48
C: 1.517 1.562 2.874  -1.06
H: 1.997 1.827 1.928  0.28
H: 0.756 0.664 -0.453  0.19
H: -0.461 0.715 3.178  0.27
H: 1.839 2.260 3.637  0.33
H: -1.209 -3.148 -3.323  0.33
H: 1.960 0.588 3.062  0.28
C: -1.419 -2.755 -2.332  -1.15
N: 0.285 0.280 -1.259  -0.01
H: -0.396 2.467 3.125  0.27
C: 0.854 -0.034 -2.459  -0.22
H: -1.116 1.913 1.059  0.25

Its charge is 0. As for the highest occupied orbital energy: -8.3 eV.


Energy ordering: S) at the bottom, the next structure 179.6 kJ/mol above.


P) Density functional theory data (wB97M-V/def2-TZVPD) for a cluster of 2 separate species, C6H12N2O in total.

Last column: Mulliken charge in e.
Geometry (Å):
H: 0.588 1.205 1.580  0.27
C: -0.118 -1.553 0.806  -1.51
H: 0.002 1.824 -1.274  0.32
H: 1.605 -1.178 0.172  0.48
C: 3.379 -0.147 0.258  0.49
H: -0.900 0.536 2.288  0.36
C: -0.989 1.602 -0.858  -1.03
C: -0.668 -0.690 -0.072  1.24
H: -1.635 1.254 -1.659  0.35
O: 4.284 0.542 0.486  -0.46
H: -0.905 2.162 1.606  0.32
H: -0.063 -2.600 0.566  0.37
H: -1.411 2.527 -0.467  0.35
H: -0.901 -2.249 -1.506  0.38
N: -0.926 0.630 0.210  0.04
H: -0.405 -0.709 -2.204  0.33
N: 2.545 -0.903 -0.120  -0.49
H: -2.076 -0.945 -1.670  0.40
C: -1.035 -1.174 -1.446  -1.54
H: 0.134 -1.294 1.818  0.33
C: -0.504 1.158 1.486  -1.00

Its charge is 0. As for the highest occupied orbital energy: -8.3 eV.


Q) Density functional theory data (wB97M-V/def2-TZVPD) for an isolated molecule of C6H12N2O.

Last column: Mulliken charge in e.
Geometry (Å):
H: -0.584 1.128 2.709  0.41
C: -0.517 0.154 -1.425  0.88
C: 0.648 -0.567 2.286  0.74
N: 1.850 -0.709 2.082  -0.82
O: 0.058 -1.385 3.120  -0.54
H: 2.165 0.060 1.447  0.33
C: 0.099 1.273 0.620  -0.19
C: -0.365 0.546 1.864  -0.88
H: 0.793 -2.036 3.520  0.38
C: 0.757 -0.591 -1.684  -1.41
N: -0.833 0.947 -0.474  -0.64
H: -1.276 -0.740 -3.214  0.42
H: -0.075 2.406 0.655  0.33
C: -1.559 0.078 -2.592  -1.28
H: 0.821 -0.492 -2.722  0.50
H: 0.673 -1.647 -1.519  0.26
H: -2.548 -0.247 -2.347  0.36
H: 1.686 -0.222 -1.287  0.46
H: 1.148 0.881 0.461  0.00
H: -1.345 0.198 1.671  0.41
H: -1.597 0.965 -3.171  0.28

Its charge is 0. As for the highest occupied orbital energy: -9.4 eV.


R) Density functional theory data (wB97M-V/def2-TZVPD) for a structure of composition C6H12N2O.

Last column: Mulliken charge in e.
Geometry (Å):
H: -1.225 -1.745 -0.694  0.47
O: 1.302 1.334 0.559  -0.62
H: -1.171 -0.709 0.584  0.38
C: -0.793 -0.781 -0.430  -0.63
C: -0.688 1.437 1.891  -1.14
H: 0.596 -2.024 -1.916  0.47
C: 0.922 -1.397 -1.086  -0.78
H: -2.240 0.674 -1.142  0.31
H: -1.467 0.737 2.195  0.36
C: -1.239 0.314 -1.377  -1.19
C: 0.945 -0.440 2.046  0.39
C: 0.502 0.733 1.287  0.63
H: -0.350 1.967 2.795  0.39
H: -1.091 2.163 1.178  0.30
H: 1.283 -1.957 -0.228  0.33
H: 1.471 0.109 -2.308  0.26
H: -0.546 1.162 -1.346  0.28
N: 1.272 -1.386 2.614  -0.42
H: -1.254 -0.044 -2.409  0.39
N: 1.768 -0.401 -1.485  -0.52
H: 2.003 0.253 -0.726  0.34

Its charge is 0. As for the highest occupied orbital energy: -8.4 eV.


S) Density functional theory data (wB97M-V/def2-TZVPD) for a cluster of 2 separate species, C6H12N2O in total.

Last column: Mulliken charge in e.
Geometry (Å):
C: 0.733 0.766 -0.424  -1.03
H: 0.904 -2.173 1.180  0.40
H: 1.467 1.703 2.901  0.26
C: -2.220 -0.063 -0.752  -0.69
N: -2.027 -0.740 -2.015  -0.53
H: -2.076 -1.692 -1.962  0.21
H: -1.720 -1.468 0.869  0.29
H: -1.118 -0.447 -2.481  0.25
H: -3.418 -0.184 -0.712  0.31
C: 0.061 -0.284 0.250  1.02
C: 1.028 -1.369 0.500  -0.67
H: 2.679 1.067 -0.715  0.21
C: 2.222 -0.932 -0.040  -0.71
N: 2.044 0.403 -0.584  0.00
C: -1.381 -0.443 0.501  -0.41
H: 0.322 1.807 -0.422  0.35
H: -1.782 0.333 1.287  0.19
H: -2.117 1.051 -0.943  0.30
O: 1.869 1.719 2.128  -0.56
H: 1.396 2.276 1.567  0.29
H: 3.134 -1.330 -0.133  0.54

Its charge is 0. As for the highest occupied orbital energy: -8.0 eV.


Energy ordering: P) at the bottom, the next structure 88.7 kJ/mol above.